Entry 1:
Density functional theory data (ωB97M-V/def2-TZVPD) for an isolated ion of composition C3H9N2O and charge -1 in a non-equilibrium geometry.

Geometry (Å):
N (-0.7120, 0.5149, -2.2084)
C (0.6146, -0.0533, -1.8312)
C (0.8467, 0.5336, -0.3472)
N (-0.3197, 0.4218, 0.4769)
C (-0.6335, -0.7081, 1.6317)
O (0.3721, -0.9807, 2.3834)
H (-0.5826, 1.5048, -2.0697)
H (-1.3333, 0.2953, -1.4144)
H (1.3997, 0.3524, -2.4632)
H (0.5991, -1.1274, -1.6683)
H (0.9286, 1.6222, -0.5737)
H (1.7750, 0.0521, 0.0806)
H (-0.4569, 1.1698, 1.1232)
H (-1.4949, -0.2381, 2.1451)
H (-1.1944, -1.3545, 0.8251)

Computed properties:
M	89.12	g mol⁻¹
SMILES	NCCNC[O-]
HOMO-LUMO gap	7.2	eV
calculated total energy	-8283.0433	eV
energy relative to the best compared isomer or geometry (same formula, charge and spin)	43.7	kcal/mol
net charge	-1

Entry 2:
Density functional theory data (ωB97M-V/def2-TZVPD) for a 2-piece molecular cluster, C2H10N3 overall in a non-equilibrium geometry.

Geometry (Å):
C (0.3524, 1.3540, -0.6030)
C (0.3585, 0.1648, 0.3158)
N (-2.3127, -0.3322, 0.8525)
N (1.3592, -0.6849, 0.4369)
N (2.5144, -0.6121, -0.3635)
H (-0.5832, 1.9341, -0.4576)
H (1.2928, 1.9125, -0.1786)
H (0.5229, 1.2091, -1.6742)
H (-0.5135, -0.0887, 1.0086)
H (-3.1729, -0.0988, 1.3045)
H (-2.0120, -1.3088, 0.9257)
H (1.5266, -1.3979, 1.1057)
H (2.6638, 0.1466, -0.9412)
H (-2.6319, -0.2491, -0.1180)
H (3.2690, -1.2533, -0.0225)

Computed properties:
M	76.12	g mol⁻¹
HOMO-LUMO gap	10.3	eV
calculated total energy	-6698.0666	eV
energy relative to the best compared isomer or geometry (same formula, charge and spin)	68.5	kcal/mol
net charge	+1